15
Properties=species:S:1:pos:R:3 method="wB97M-V/def2-TZVPD" largest_force_ha_per_bohr=0.0223 smiles=CC1(C)N[C@H]1C#N relative_energy_kcal_mol=33.7 orbital_gap_ev=10.8 lumo_energy_ha=0.031 spin_multiplicity=1
C -0.721 1.462 0.067
C -0.294 0.012 0.033
C -1.298 -0.972 0.600
N 0.318 -0.573 -1.154
C 1.116 -0.489 0.087
C 2.371 0.213 -0.065
N 3.438 0.572 -0.334
H -1.102 1.723 1.061
H -1.544 1.608 -0.644
H 0.083 2.160 -0.186
H -2.204 -0.948 -0.015
H -0.886 -1.983 0.531
H -1.560 -0.760 1.641
H 0.651 0.169 -1.770
H 1.260 -1.420 0.631


6
Properties=species:S:1:pos:R:3 method="wB97M-V/def2-TZVPD" largest_force_ha_per_bohr=0.0689 relative_energy_kcal_mol=127.4 orbital_gap_ev="8.7 / 8.7" lumo_energy_ha="-0.043 / -0.043" spin_multiplicity=1
C -2.044 0.277 0.200
C -0.997 -0.103 -0.263
N 2.503 -0.420 -0.377
Cl 3.684 0.202 0.434
H -2.869 0.703 0.703
H -0.277 -0.659 -0.697


39
Properties=species:S:1:pos:R:3 method="wB97M-V/def2-TZVPD" largest_force_ha_per_bohr=0.1199 smiles="CCCCP(N)(CCCC)=[NH+]CC" charge=+1 relative_energy_kcal_mol=0.0 orbital_gap_ev=10.7 lumo_energy_ha=-0.104 spin_multiplicity=1
C -3.580 3.119 1.109
C -2.428 2.438 0.472
C -2.826 1.305 -0.449
C -1.612 0.822 -1.258
P -0.360 -0.278 -0.212
N -0.841 0.064 1.548
C 1.254 0.346 -0.352
C 2.312 0.294 0.791
C 3.720 0.885 0.457
C 3.694 2.154 -0.466
N -0.644 -1.751 -0.851
C -0.310 -3.116 -0.479
C 1.120 -3.378 -0.074
H -3.946 4.010 0.459
H -3.224 3.712 1.947
H -4.251 2.349 1.473
H -1.737 2.019 1.236
H -1.776 3.087 -0.161
H -3.393 0.478 0.135
H -3.572 1.731 -1.072
H -1.183 1.482 -1.917
H -2.044 0.045 -1.958
H -0.229 -0.475 1.996
H -1.839 0.034 1.861
H 1.760 0.030 -1.332
H 0.959 1.457 -0.307
H 2.518 -0.672 1.116
H 1.860 0.848 1.593
H 4.294 0.996 1.340
H 4.152 0.124 -0.145
H 3.164 1.993 -1.389
H 4.726 2.569 -0.748
H 3.212 3.034 -0.029
H -1.622 -1.878 -1.232
H -0.528 -3.774 -1.349
H -0.936 -3.406 0.480
H 1.106 -4.332 0.308
H 1.708 -3.337 -0.941
H 1.589 -2.640 0.511


11
Properties=species:S:1:pos:R:3 method="wB97M-V/def2-TZVPD" largest_force_ha_per_bohr=0.0846 smiles="S=C1OCOCS1" relative_energy_kcal_mol=46.7 orbital_gap_ev=8.9 lumo_energy_ha=0.006 spin_multiplicity=1
S -3.283 -0.254 -0.173
C -1.658 -0.225 -0.058
O -1.101 0.991 -0.077
C 0.390 1.169 -0.069
O 1.068 0.014 -0.650
C 1.024 -1.078 0.152
S -0.683 -1.650 -0.211
H 0.744 1.504 0.998
H 0.510 1.952 -0.948
H 1.245 -0.640 1.218
H 1.743 -1.783 -0.181


8
Properties=species:S:1:pos:R:3 method="wB97M-V/def2-TZVPD" largest_force_ha_per_bohr=0.0871 relative_energy_kcal_mol=49.6 orbital_gap_ev=7.4 lumo_energy_ha=-0.056 spin_multiplicity=1
P 1.056 1.362 -1.005
P -1.368 1.250 1.305
P -0.480 0.000 -0.192
H 1.557 0.026 -1.440
H 1.643 -1.464 -0.766
H -2.590 1.046 0.698
H -1.582 0.183 2.302
H 1.764 -2.404 -0.901


10
Properties=species:S:1:pos:R:3 method="wB97M-V/def2-TZVPD" largest_force_ha_per_bohr=0.0685 smiles=N#C[C@@]1(N)CO1 relative_energy_kcal_mol=67.5 orbital_gap_ev=11.0 lumo_energy_ha=0.027 spin_multiplicity=1
N 2.718 -0.062 0.280
C 1.590 -0.205 0.213
C 0.141 -0.253 0.036
N -0.588 -1.314 -0.464
C -0.522 0.957 0.608
O -0.106 1.173 -0.703
H -1.611 -1.347 -0.414
H -0.189 -1.515 -1.408
H -1.609 1.061 0.632
H 0.176 1.506 1.222


17
Properties=species:S:1:pos:R:3 method="wB97M-V/def2-TZVPD" largest_force_ha_per_bohr=0.1038 relative_energy_kcal_mol=144.2 orbital_gap_ev=9.0 lumo_energy_ha=-0.008 spin_multiplicity=1
C 0.241 0.414 -0.471
C 0.754 -1.255 1.237
C 2.640 0.111 -0.508
C -1.044 -0.406 -0.039
C 1.505 -0.211 0.036
C -0.902 -1.347 1.177
C -2.279 0.643 0.039
H 0.335 0.654 -1.557
H 0.368 1.407 0.134
H 1.090 -2.334 0.986
H 1.008 -1.070 2.219
H 2.602 0.717 -1.402
H 3.706 -0.129 -0.203
H -1.531 -1.076 -0.850
H -2.337 1.007 -0.974
H -1.955 1.472 0.588
H -3.227 0.301 0.404


47
Properties=species:S:1:pos:R:3 method="wB97M-V/def2-TZVPD" largest_force_ha_per_bohr=0.0135 charge=-1 relative_energy_kcal_mol=4.2 orbital_gap_ev="7.5 / 7.4" s2=1.00 lumo_energy_ha="0.100 / 0.100" spin_multiplicity=2
Co -0.247 -1.223 -2.114
C -0.959 -2.975 1.805
C -1.186 -2.228 0.517
N -0.191 -1.789 -0.175
N 1.064 -1.933 0.361
C 2.034 -1.917 -0.492
S 1.916 -1.937 -2.216
S 3.675 -1.902 0.157
C 3.388 -1.150 1.806
C 3.297 0.343 1.720
C 2.074 0.970 1.498
C 2.000 2.351 1.385
C 3.146 3.124 1.502
C 4.371 2.507 1.713
C 4.445 1.126 1.815
C -2.554 -1.982 0.064
C -3.579 -1.908 1.014
C -4.890 -1.658 0.667
C -5.214 -1.499 -0.681
C -4.237 -1.592 -1.644
C -2.877 -1.824 -1.323
O -2.012 -1.923 -2.287
H -0.004 -3.493 1.759
H -1.757 -3.696 1.974
H -0.925 -2.289 2.656
H 4.236 -1.467 2.413
H 2.469 -1.598 2.174
H 1.180 0.370 1.377
H 1.047 2.822 1.184
H 3.087 4.202 1.423
H 5.275 3.100 1.785
H 5.406 0.644 1.958
H -3.328 -2.024 2.063
H -5.655 -1.587 1.430
H -6.238 -1.293 -0.971
H -4.474 -1.475 -2.694
F -0.446 4.910 -1.985
C -0.391 3.549 -2.075
C 0.417 2.972 -3.030
C 0.467 1.583 -3.110
C -0.268 0.756 -2.256
C -1.072 1.404 -1.309
C -1.146 2.790 -1.208
H 0.996 3.602 -3.695
H 1.118 1.144 -3.859
H -1.677 0.816 -0.623
H -1.778 3.276 -0.473


52
Properties=species:S:1:pos:R:3 method="wB97M-V/def2-TZVPD" largest_force_ha_per_bohr=0.0425 smiles=COC[C@H](C)N.COC[C@H](C)N.O.O.O.O.O.O relative_energy_kcal_mol=58.7 orbital_gap_ev=9.1 lumo_energy_ha=-0.009 spin_multiplicity=1
C -3.224 -1.129 1.168
O -2.678 -1.220 2.483
C -3.522 -0.572 3.481
C -3.433 -1.176 4.890
C -4.266 -0.390 5.971
N -2.135 -1.121 5.471
H -3.350 -0.094 0.847
H -4.171 -1.668 1.191
H -2.492 -1.713 0.611
H -3.362 0.506 3.520
H -4.565 -0.580 3.164
H -3.757 -2.215 4.944
H -4.167 -0.769 6.988
H -5.339 -0.378 5.779
H -3.958 0.654 6.019
H -1.494 -1.782 5.054
H -2.178 -1.381 6.446
C 2.174 -0.958 0.336
O 2.072 0.410 0.110
C 2.548 1.092 1.316
C 2.449 2.604 1.227
C 1.041 3.140 0.878
N 3.265 2.965 0.082
H 1.383 -1.372 0.961
H 3.188 -1.211 0.645
H 1.946 -1.438 -0.616
H 1.952 0.668 2.123
H 3.547 0.782 1.623
H 2.877 3.021 2.139
H 0.620 2.425 0.170
H 0.990 4.189 0.587
H 0.318 3.087 1.691
H 2.670 2.743 -0.704
H 3.873 2.159 0.076
O 2.010 0.557 -7.623
H 2.601 0.885 -6.945
H 1.631 -0.237 -7.246
O -2.901 2.950 -3.616
H -3.173 2.042 -3.483
H -1.955 2.899 -3.755
O 4.298 0.948 -3.079
H 3.427 0.554 -3.105
H 4.845 0.355 -3.594
O 3.819 -2.799 -5.071
H 3.006 -2.942 -4.587
H 4.340 -3.585 -4.904
O 0.241 0.344 -3.780
H 0.372 0.490 -2.843
H -0.131 -0.537 -3.835
O -0.318 -3.357 -4.412
H -0.221 -3.966 -3.680
H -0.710 -3.881 -5.111